A 7-piece molecular cluster, C22H43F6N3O8P overall at a distorted geometry. Source: the OMol25 dataset; level of theory: ωB97M-V/def2-TZVPD.

CARTESIAN COORDINATES (ANGSTROEM)
P  -12.375  -23.661  17.167
F  -13.622  -22.808  16.560
F  -13.526  -24.752  17.605
F  -12.237  -24.551  15.793
F  -11.205  -24.613  17.783
F  -11.312  -22.603  16.618
F  -12.474  -22.850  18.541
O  -16.731  -27.051  14.352
C  -16.178  -26.963  15.436
N  -16.070  -25.771  16.118
C  -15.506  -28.131  16.061
H  -15.158  -25.470  16.445
H  -16.536  -24.989  15.677
H  -16.261  -28.915  16.218
H  -15.213  -27.959  17.101
H  -14.702  -28.560  15.476
O  -15.328  -20.777  19.927
C  -15.065  -21.660  20.718
N  -14.789  -22.941  20.352
C  -15.184  -21.428  22.210
H  -14.686  -23.238  19.394
H  -14.370  -23.560  21.022
H  -14.191  -21.454  22.673
H  -15.730  -22.245  22.695
H  -15.698  -20.508  22.455
C  -8.115  -27.937  15.000
C  -7.744  -26.817  14.036
N  -8.866  -25.929  13.769
C  -8.747  -25.133  12.557
C  -10.113  -24.913  11.896
C  -9.248  -25.191  14.947
C  -8.310  -24.068  15.399
H  -9.114  -28.328  14.819
H  -8.059  -27.588  16.036
H  -7.386  -28.746  14.917
H  -6.855  -26.255  14.355
H  -7.538  -27.305  13.074
H  -8.144  -24.222  12.672
H  -8.146  -25.774  11.900
H  -10.857  -24.778  12.674
H  -10.051  -24.060  11.216
H  -10.375  -25.812  11.341
H  -9.546  -25.849  15.769
H  -10.250  -24.785  14.784
H  -7.485  -23.946  14.691
H  -7.926  -24.246  16.401
H  -8.799  -23.094  15.373
O  -14.174  -19.233  12.393
C  -13.603  -20.286  12.472
O  -12.245  -20.342  12.480
C  -11.774  -21.696  12.665
C  -12.969  -22.578  12.322
C  -14.166  -21.674  12.615
H  -11.504  -21.742  13.720
H  -10.946  -21.948  12.009
H  -12.986  -23.473  12.948
H  -12.891  -22.958  11.301
H  -14.384  -21.813  13.677
H  -15.064  -21.908  12.055
O  -9.441  -27.444  22.214
C  -9.935  -27.414  21.123
O  -9.179  -27.358  20.010
C  -9.964  -27.290  18.796
C  -11.431  -27.372  19.227
C  -11.397  -27.534  20.752
H  -9.664  -28.105  18.140
H  -9.706  -26.337  18.343
H  -12.057  -28.062  18.671
H  -11.864  -26.382  19.075
H  -11.654  -28.549  21.080
H  -12.072  -26.865  21.272
O  -7.255  -21.175  18.379
C  -7.947  -21.682  19.207
O  -7.755  -21.468  20.525
C  -8.875  -21.993  21.299
C  -9.495  -23.041  20.412
C  -9.140  -22.605  18.988
H  -9.499  -21.114  21.459
H  -8.486  -22.405  22.225
H  -10.563  -23.158  20.599
H  -9.021  -24.014  20.547
H  -9.819  -21.944  18.441
H  -8.985  -23.501  18.401

Calculated values
E_HOMO: -6.32 eV
Total charge: -1
Calculated total energy: -2571.20943 hartree



One molecule with the formula C11H8Cl2N4O4 at a distorted geometry. Source: the OMol25 dataset; level of theory: ωB97M-V/def2-TZVPD.

CARTESIAN COORDINATES (ANGSTROEM)
C  1.110  1.530  -3.776
C  -0.303  1.445  -3.193
N  -0.229  1.299  -1.755
C  -0.469  2.327  -0.864
N  -0.512  1.939  0.373
C  -0.325  0.535  0.313
C  -0.293  -0.210  1.597
C  -1.378  0.008  2.435
C  -1.549  -0.762  3.566
Cl  -2.980  -0.462  4.479
C  -0.629  -1.759  3.902
Cl  -0.836  -2.731  5.306
C  0.534  -1.961  3.109
C  0.729  -1.160  1.953
N  1.888  -1.383  1.189
O  2.469  -0.391  0.706
O  2.235  -2.558  1.050
C  -0.207  0.113  -0.997
N  -0.136  -1.213  -1.489
O  0.293  -1.396  -2.599
O  -0.531  -2.131  -0.746
H  1.681  2.305  -3.313
H  1.035  1.687  -4.866
H  1.689  0.638  -3.626
H  -0.862  2.347  -3.522
H  -0.848  0.605  -3.618
H  -0.656  3.352  -1.189
H  -2.147  0.749  2.190
H  1.224  -2.763  3.385

Calculated values
E_HOMO: -9.40 eV
Structure (SMILES): CCn1cnc(-c2cc(Cl)c(Cl)cc2[N+](=O)[O-])c1[N+](=O)[O-]
Total charge: 0
Calculated total energy: -1864.15045 hartree



A 2-piece molecular cluster, C2H2ClNS overall at a distorted geometry. Source: the OMol25 dataset; level of theory: ωB97M-V/def2-TZVPD.

CARTESIAN COORDINATES (ANGSTROEM)
C  0.333  0.459  0.091
C  -0.967  0.171  -0.028
N  0.911  -0.790  0.259
S  -0.620  -1.588  -0.022
Cl  -2.423  1.025  -0.111
H  1.042  1.782  0.091
H  1.726  -1.058  -0.280

Calculated values
E_HOMO: -8.70 eV
Total charge: 0
ΔE to the lowest compared entry with this formula, charge and spin: 52.1 kcal per mole
Calculated total energy: -990.41607 hartree



A 22-piece molecular cluster, C46H59BrCl63F4N4O2 overall at a distorted geometry. Source: the OMol25 dataset; level of theory: ωB97M-V/def2-TZVPD.

CARTESIAN COORDINATES (ANGSTROEM)
C  -0.136  3.579  -3.493
C  0.382  2.292  -4.294
Br  0.085  2.714  -6.252
C  -0.360  0.924  -4.023
C  -0.360  0.254  -2.587
C  -1.651  0.860  -1.788
C  -0.822  -1.282  -2.867
O  -1.907  -1.349  -3.860
C  -2.657  -2.560  -3.579
O  -2.377  -3.661  -4.085
C  -3.876  -2.377  -2.538
C  -5.293  -2.036  -3.049
C  -6.474  -1.816  -2.074
C  -6.278  -1.934  -0.541
C  -4.874  -2.310  -0.015
C  -3.697  -2.533  -0.995
N  0.257  -2.162  -3.371
C  1.599  -1.621  -3.331
N  2.574  -2.334  -3.925
C  2.394  -3.611  -4.656
C  3.485  -4.653  -4.020
C  2.694  -5.364  -2.783
C  1.706  -6.534  -3.252
C  0.741  -7.093  -2.097
N  -0.676  -6.565  -2.206
N  2.035  -0.407  -2.668
C  0.973  0.174  -1.741
C  1.633  1.553  -1.258
C  0.783  2.465  -0.263
F  0.109  1.799  0.815
C  0.827  -0.854  -0.517
C  1.962  -0.771  0.605
C  2.156  -2.115  1.456
F  0.995  -2.915  1.512
F  3.296  -2.821  0.947
F  2.532  -1.743  2.788
H  -0.148  4.455  -4.247
H  0.641  3.891  -2.701
H  -1.197  3.505  -3.088
H  1.517  2.114  -4.222
H  0.037  0.147  -4.785
H  -1.461  1.090  -4.340
H  -2.542  0.721  -2.512
H  -1.575  1.980  -1.607
H  -1.920  0.262  -0.857
H  -1.291  -1.761  -1.924
H  -5.507  -1.931  -4.164
H  -7.535  -1.561  -2.430
H  -7.110  -1.765  0.217
H  -4.652  -2.412  1.101
H  -2.636  -2.789  -0.636
H  0.211  -3.093  -2.928
H  3.549  -1.968  -3.873
H  2.601  -3.480  -5.785
H  1.387  -4.119  -4.536
H  4.374  -4.067  -3.614
H  3.756  -5.450  -4.793
H  2.068  -4.571  -2.225
H  3.453  -5.825  -2.049
H  2.357  -7.423  -3.584
H  1.065  -6.201  -4.136
H  1.138  -6.916  -1.032
H  0.629  -8.241  -2.190
H  -1.119  -6.594  -1.269
H  -0.676  -5.572  -2.481
H  2.913  -0.543  -2.133
H  1.936  2.251  -2.131
H  2.666  1.395  -0.742
H  0.013  3.155  -0.777
H  1.536  3.206  0.232
H  0.733  -1.955  -0.788
H  -0.162  -0.579  0.017
H  1.870  0.112  1.318
H  2.967  -0.619  0.049
C  1.347  -7.365  -7.462
Cl  1.049  -8.490  -6.131
Cl  2.004  -5.834  -6.854
Cl  2.444  -8.082  -8.649
H  0.398  -7.158  -7.954
C  4.628  4.002  -0.711
Cl  4.807  2.242  -0.679
Cl  3.950  4.529  -2.259
Cl  3.610  4.544  0.629
H  5.614  4.450  -0.597
C  8.216  6.177  -2.084
Cl  8.557  4.445  -2.216
Cl  7.745  6.840  -3.654
Cl  6.951  6.469  -0.881
H  9.123  6.681  -1.756
C  5.422  7.918  2.985
Cl  4.455  8.472  1.611
Cl  6.095  6.314  2.664
Cl  6.713  9.073  3.343
H  4.773  7.849  3.856
C  0.003  1.949  4.688
Cl  0.954  0.643  3.967
Cl  -0.963  1.341  6.038
Cl  1.059  3.265  5.218
H  -0.674  2.338  3.929
C  5.197  1.645  3.308
Cl  4.991  2.159  4.988
Cl  3.636  1.608  2.475
Cl  6.328  2.712  2.464
H  5.610  0.637  3.306
C  2.371  4.610  -8.459
Cl  3.138  5.563  -7.181
Cl  1.629  5.669  -9.666
Cl  3.546  3.526  -9.219
H  1.588  4.003  -8.008
C  5.870  0.254  -5.402
Cl  5.367  1.467  -4.216
Cl  7.592  0.411  -5.762
Cl  5.505  -1.379  -4.813
H  5.311  0.419  -6.321
C  -4.697  0.284  3.386
Cl  -5.940  -0.965  3.540
Cl  -3.269  -0.354  2.555
Cl  -5.336  1.695  2.531
H  -4.398  0.595  4.385
C  6.304  3.154  8.336
Cl  5.838  4.395  9.508
Cl  8.034  3.254  7.980
Cl  5.880  1.543  8.933
H  5.755  3.331  7.413
C  -5.027  0.524  7.957
Cl  -6.598  -0.229  7.653
Cl  -3.802  -0.707  8.295
Cl  -4.538  1.522  6.578
H  -5.117  1.167  8.829
C  -0.816  -4.917  3.648
Cl  -2.500  -4.397  3.810
Cl  -0.151  -5.374  5.222
Cl  -0.689  -6.263  2.504
H  -0.236  -4.083  3.260
C  10.075  4.115  4.097
Cl  10.249  2.355  4.129
Cl  9.404  4.645  2.548
Cl  9.049  4.664  5.430
H  11.061  4.560  4.217
C  2.759  -1.008  9.930
Cl  2.907  -2.771  9.964
Cl  2.119  -0.467  8.371
Cl  1.730  -0.445  11.254
H  3.751  -0.578  10.060
C  -4.041  4.087  9.503
Cl  -3.014  3.476  8.195
Cl  -5.722  3.584  9.267
Cl  -3.441  3.533  11.071
H  -4.005  5.175  9.486
C  6.778  -2.248  2.173
Cl  7.544  -1.276  3.437
Cl  6.015  -1.203  0.964
Cl  7.959  -3.320  1.410
H  6.005  -2.861  2.632
C  -4.323  0.954  14.470
Cl  -6.089  1.047  14.511
Cl  -3.755  0.638  12.824
Cl  -3.606  2.444  15.098
H  -4.009  0.128  15.105
C  -10.522  -1.573  -3.550
Cl  -9.755  -0.622  -2.269
Cl  -11.276  -0.511  -4.746
Cl  -9.343  -2.641  -4.325
H  -11.299  -2.189  -3.101
C  -0.776  5.848  1.784
Cl  -1.646  4.653  2.757
Cl  -0.493  7.323  2.717
Cl  0.756  5.179  1.197
H  -1.391  6.100  0.922
C  -11.757  -2.883  -7.537
Cl  -12.977  -4.155  -7.387
Cl  -10.323  -3.494  -8.375
Cl  -12.420  -1.477  -8.385
H  -11.462  -2.572  -6.537
C  -16.103  -1.619  -8.890
Cl  -15.894  -3.375  -8.860
Cl  -16.771  -1.098  -10.443
Cl  -17.143  -1.094  -7.558
H  -15.127  -1.156  -8.764

Calculated values
E_HOMO: -11.02 eV
Total charge: +1
Calculated total energy: -34122.69737 hartree



Question: Among the records above, which one has the highest total charge?
Answer: C46H59BrCl63F4N4O2